Computed, not measured: a structure of composition C31H38BrN2O8PSTeTi, with ωB97M-V/def2-TZVPD.

```
84
Properties=species:S:1:pos:R:3:mulliken_charge:R:1
Ti 0.460 -0.175 -1.301 -0.035
C -1.765 0.046 -1.989 -1.269
C -1.443 1.161 -1.177 0.107
C -0.493 1.935 -1.864 -0.603
C -0.205 1.291 -3.083 -0.971
C -0.997 0.127 -3.158 0.002
H -2.427 -0.757 -1.709 0.780
H -1.811 1.351 -0.182 0.151
H -0.012 2.823 -1.488 0.573
H 0.499 1.620 -3.825 0.580
H -0.978 -0.589 -3.963 0.755
Br -0.127 -2.891 -2.367 -0.012
C 1.306 -2.828 -3.613 0.665
C 1.506 -3.934 -4.382 -0.854
C 2.586 -3.958 -5.287 -0.663
C 3.420 -2.884 -5.369 -0.912
C 3.218 -1.733 -4.567 1.220
C 4.109 -0.637 -4.657 -0.959
C 3.907 0.467 -3.888 -1.548
C 2.800 0.531 -3.016 -0.178
C 1.904 -0.499 -2.872 1.176
C 2.123 -1.670 -3.658 -0.045
H 0.846 -4.786 -4.291 0.442
H 2.747 -4.834 -5.901 0.393
H 4.261 -2.891 -6.052 0.382
H 4.946 -0.700 -5.341 0.382
H 4.589 1.307 -3.941 0.448
H 2.680 1.440 -2.437 0.383
C -4.279 1.221 1.874 -1.348
C -3.202 2.265 1.975 0.853
C -2.208 2.166 2.948 -0.207
C -1.178 3.086 3.011 -0.650
C -1.130 4.116 2.080 -0.136
C -2.109 4.241 1.107 -0.394
C -3.146 3.320 1.069 -0.638
S 0.174 5.309 2.140 1.422
O 0.118 6.062 3.358 -0.752
O 0.166 5.991 0.875 -0.685
N 1.485 4.334 2.293 -0.210
C 1.884 3.543 1.132 0.088
C 2.453 2.197 1.563 -0.703
C 2.611 1.283 0.362 0.057
O 3.678 0.901 -0.050 -0.623
O 1.439 1.001 -0.187 0.808
H -4.499 0.785 2.849 0.383
H -3.956 0.412 1.212 0.061
H -5.201 1.641 1.470 0.452
H -2.243 1.350 3.660 0.257
H -0.408 3.008 3.768 0.435
H -2.049 5.048 0.391 0.528
H -3.912 3.412 0.309 0.369
H 2.215 4.806 2.811 0.325
H 2.592 4.086 0.500 0.313
H 0.988 3.366 0.537 -0.470
H 1.747 1.737 2.258 -0.057
H 3.419 2.309 2.055 0.414
C 3.387 -2.964 0.685 -1.527
C 2.342 -1.900 0.579 0.598
N 1.962 -1.277 1.701 0.253
O 1.891 -1.621 -0.540 -0.320
H 3.723 -3.124 1.708 0.453
H 4.231 -2.677 0.058 0.306
H 2.962 -3.887 0.292 0.288
H 2.235 -1.655 2.590 0.246
H 1.136 -0.696 1.663 -0.575
C -4.478 -3.203 -0.345 -1.372
C -3.943 -2.620 0.941 -0.194
O -2.849 -1.733 0.637 0.030
P -1.342 -1.928 1.147 -1.201
O -0.534 -1.040 0.223 0.905
Te -0.746 -4.173 1.425 -0.261
O -1.242 -1.100 2.522 0.504
C -1.858 -1.570 3.732 -0.286
C -0.923 -1.294 4.886 -1.402
H -5.343 -3.834 -0.137 0.455
H -3.712 -3.813 -0.825 0.248
H -4.785 -2.413 -1.031 0.293
H -3.597 -3.411 1.608 0.361
H -4.695 -2.021 1.459 0.275
H -2.054 -2.642 3.651 0.515
H -2.809 -1.045 3.848 0.188
H -0.006 -1.871 4.768 0.280
H -1.393 -1.580 5.827 0.409
H -0.665 -0.235 4.936 0.252
```

## Properties
* total charge: 0
* energy relative to the best compared isomer or geometry (same formula, charge and spin): 0.0000 eV
* molecular weight: 885.06 g mol⁻¹
* calculated total energy: -172705.119 eV
* gap between HOMO and LUMO: 7.7 eV
* LUMO level: -0.032 eV

=====

Computed, not measured: a structure of composition C31H38ClCuN4O5P2, with ωB97M-V/def2-TZVPD.

```
82
Properties=species:S:1:pos:R:3:mulliken_spin:R:1
Cu -6.739 -9.504 14.758 0.038
C -9.220 -9.288 19.320 0.000
P -8.441 -9.614 17.730 0.001
C -7.414 -11.121 17.906 0.002
N -8.005 -11.858 18.859 0.000
C -7.686 -13.149 18.980 0.000
C -8.519 -14.023 19.748 0.000
C -8.032 -15.294 20.023 0.000
C -6.840 -15.783 19.436 0.000
C -6.209 -15.000 18.531 0.000
C -6.570 -13.690 18.337 0.001
N -5.910 -12.844 17.435 0.000
C -6.253 -11.587 17.276 -0.002
P -5.314 -10.585 15.977 -0.007
C -4.125 -11.732 15.205 0.000
C -4.283 -9.419 17.014 0.000
C -5.171 -8.448 17.752 0.001
C -3.416 -10.147 18.038 0.000
C -3.434 -8.596 15.977 0.000
C -9.721 -9.946 16.450 -0.037
C -10.693 -10.903 17.165 0.008
C -10.454 -8.631 16.149 0.057
C -9.198 -10.876 15.278 0.086
H -9.593 -10.159 19.875 0.000
H -10.039 -8.584 19.234 0.000
H -8.418 -8.786 19.942 0.000
H -9.397 -13.612 20.177 0.000
H -8.660 -15.913 20.653 0.000
H -6.588 -16.869 19.628 0.000
H -5.406 -15.406 17.941 0.000
H -3.317 -11.986 15.902 0.000
H -3.785 -11.247 14.277 0.000
H -4.732 -12.594 15.007 0.000
H -5.488 -8.892 18.717 0.000
H -6.342 -7.059 16.770 -0.001
H -4.601 -7.546 17.920 0.000
H -3.857 -10.907 18.726 0.000
H -3.082 -9.416 18.753 0.000
H -2.598 -10.568 17.486 0.000
H -4.067 -8.044 15.273 -0.001
H -2.796 -9.233 15.335 0.000
H -2.805 -7.922 16.548 0.000
H -11.096 -10.483 18.052 -0.001
H -10.138 -11.797 17.344 0.000
H -11.496 -11.256 16.561 -0.001
H -10.738 -8.067 17.033 -0.001
H -11.402 -8.797 15.591 0.006
H -9.791 -7.979 15.587 -0.042
H -8.603 -11.661 15.787 -0.007
H -8.146 -10.913 13.574 0.040
H -10.127 -11.344 14.959 -0.008
O -5.185 -11.844 11.415 0.000
Cl -6.196 -11.175 12.197 0.001
O -7.155 -10.616 11.368 0.001
O -6.830 -12.081 13.208 0.002
O -5.581 -10.119 12.984 -0.001
N -8.538 -10.168 14.183 -0.002
C -9.357 -9.234 13.390 0.329
C -8.729 -8.058 13.042 -0.039
C -8.865 -7.533 11.760 0.158
C -8.216 -6.327 11.421 -0.071
C -7.399 -5.705 12.390 0.146
C -7.294 -6.175 13.695 -0.085
C -7.918 -7.351 14.022 0.093
C -10.499 -9.696 12.725 0.093
C -11.583 -8.864 12.555 0.097
C -12.678 -9.145 11.725 -0.036
C -12.618 -10.301 10.964 0.070
C -11.644 -11.256 11.216 -0.051
C -10.533 -10.903 12.058 0.108
H -9.449 -8.022 11.003 0.009
H -8.346 -5.910 10.419 -0.001
H -6.945 -4.801 12.049 0.011
H -6.743 -5.622 14.439 -0.001
H -7.842 -7.751 15.074 0.026
H -11.683 -7.927 13.057 0.003
H -13.475 -8.481 11.562 -0.001
H -13.392 -10.569 10.226 0.003
H -11.596 -12.157 10.575 0.000
H -9.731 -11.635 12.236 0.004
O -7.591 -8.272 17.665 -0.001
N -6.351 -8.051 16.994 -0.001
```

## Properties
* total charge: +1
* energy relative to the best compared isomer or geometry (same formula, charge and spin): 0.5022 eV
* 2S+1: 2
* molecular weight: 707.61 g mol⁻¹
* calculated total energy: -124685.264 eV
* gap between HOMO and LUMO (spin up / spin down): 5.4 / 7.0 eV
* LUMO level (spin up / spin down): -3.943 / -3.944 eV